Entry 1:
{
  "formula": "C4H14N4",
  "method": "ωB97M-V with the def2-TZVPD basis set",
  "spin_multiplicity": 3,
  "total_charge": 2,
  "e_lumo_ev": [-8.493, -8.493],
  "elements": ["C", "C", "C", "C", "N", "N", "N", "N", "H", "H", "H", "H", "H", "H", "H", "H", "H", "H", "H", "H", "H", "H"],
  "coordinates": [[-4.8691, -0.1030, -1.4299], [-3.4183, -0.3267, -1.3341], [-6.4270, -0.7457, 1.7776], [8.1858, 2.3120, 0.2011], [-5.6939, -0.3125, -0.4566], [10.1847, -1.7769, -0.2378], [-5.4123, -0.7994, 0.7591], [9.4598, -1.4785, 0.5301], [-5.2932, 0.2631, -2.3538], [-3.1861, -1.2484, -0.7994], [-2.9328, 0.4967, -0.8022], [-2.9773, -0.3707, -2.3261], [-7.3493, -1.1970, 1.4110], [-6.0854, -1.3214, 2.6352], [-6.6345, 0.2771, 2.1078], [8.5978, 1.9628, 1.1408], [7.4819, 3.1122, 0.4045], [7.6703, 1.5080, -0.3099], [-6.6964, -0.1734, -0.6177], [10.8664, -2.0771, -0.9356], [-4.4493, -0.7089, 1.0602], [8.9780, 2.7076, -0.4244]],
  "atomic_forces_ev_per_a": [[5.42, 0.99, -6.20], [-0.10, 0.04, 0.28], [-0.44, -0.47, 0.46], [0.04, 0.15, 0.01], [-6.46, -1.11, 6.12], [-1.77, 0.71, 1.94], [0.10, 0.90, -0.63], [1.36, -0.51, -1.46], [-0.14, 0.04, 0.25], [0.23, -0.17, -0.04], [0.27, 0.11, 0.09], [-0.01, -0.06, 0.03], [0.03, 0.03, -0.10], [0.06, 0.01, -0.06], [0.16, 0.08, -0.21], [0.07, -0.06, 0.17], [-0.08, 0.01, 0.03], [-0.12, -0.15, -0.12], [0.50, -0.24, 0.25], [0.45, -0.16, -0.48], [0.33, -0.16, -0.22], [0.12, 0.00, -0.09]],
  "lowdin_charge": [-0.156, -0.076, 0.006, -0.052, 0.023, 0.359, 0.087, 0.420, 0.132, 0.080, 0.091, 0.092, 0.114, 0.113, 0.124, 0.007, 0.024, 0.001, 0.193, 0.223, 0.175, 0.017]
}

---

Entry 2:
{
  "formula": "C11H15N3O2S2",
  "method": "ωB97M-V with the def2-TZVPD basis set",
  "smiles": "Cc1nn(C)c(C)c1S(=O)(=O)NCc1cccs1",
  "spin_multiplicity": 1,
  "total_charge": 0,
  "e_lumo_ev": 0.661,
  "elements": ["C", "C", "N", "N", "C", "C", "C", "C", "S", "O", "O", "N", "C", "C", "C", "C", "C", "S", "H", "H", "H", "H", "H", "H", "H", "H", "H", "H", "H", "H", "H", "H", "H"],
  "coordinates": [[2.5725, -0.5068, -2.1545], [1.4728, 0.4852, -2.1119], [1.0125, 1.1155, -3.1745], [0.0272, 1.9154, -2.7524], [-0.6742, 2.7512, -3.6818], [-0.1692, 1.8212, -1.4204], [-1.1964, 2.6020, -0.6935], [0.7566, 0.8964, -0.9680], [1.0318, 0.3086, 0.6602], [0.1177, 0.9682, 1.5564], [2.4323, 0.3426, 0.9630], [0.6277, -1.3087, 0.4788], [-0.7343, -1.6981, 0.7935], [-0.8956, -2.1549, 2.2063], [-0.8524, -1.4054, 3.3409], [-0.9781, -2.1784, 4.5173], [-1.1107, -3.5038, 4.2610], [-1.0804, -3.8403, 2.5751], [3.2331, -0.3466, -1.3057], [2.1650, -1.5145, -2.0825], [3.1213, -0.4113, -3.0869], [-0.5506, 3.8044, -3.4227], [-0.2522, 2.5682, -4.6671], [-1.7389, 2.5107, -3.6902], [-1.0357, 3.6708, -0.8329], [-2.1949, 2.3594, -1.0580], [-1.1304, 2.3663, 0.3649], [1.3333, -1.9036, 0.8846], [-1.0395, -2.4911, 0.1021], [-1.3463, -0.8105, 0.6138], [-0.7271, -0.3378, 3.3216], [-0.9713, -1.7616, 5.5084], [-1.2255, -4.3127, 4.9548]],
  "atomic_forces_ev_per_a": [[0.04, 0.00, -0.18], [-0.14, 0.14, -0.03], [0.66, -0.46, -0.44], [-0.04, -0.19, 0.94], [-0.23, 0.27, -0.24], [-0.01, 0.01, 0.09], [-0.07, 0.07, 0.02], [-0.13, 0.11, 0.41], [-0.07, -0.32, -0.42], [-0.07, -0.11, -0.27], [-0.02, -0.20, -0.16], [0.54, 0.82, 0.00], [-0.30, 0.01, -0.12], [-0.12, -0.40, 0.12], [-0.06, -0.01, -0.18], [-0.02, -0.13, 0.09], [0.01, -0.25, -0.32], [0.02, 0.58, 0.24], [0.12, -0.06, -0.05], [0.03, -0.09, 0.01], [0.06, -0.03, -0.03], [-0.01, -0.03, -0.04], [-0.03, 0.01, 0.07], [0.04, 0.02, -0.03], [-0.03, 0.08, 0.02], [-0.08, 0.02, 0.01], [-0.10, 0.10, -0.04], [0.24, 0.03, 0.14], [-0.04, 0.19, 0.04], [-0.19, -0.24, -0.04], [0.02, 0.16, 0.00], [-0.01, 0.04, 0.19], [-0.02, -0.12, 0.19]],
  "lowdin_charge": [-0.028, -0.324, 0.129, -0.161, -0.011, -0.238, -0.006, -0.192, 0.665, -0.300, -0.281, -0.122, -0.250, -0.533, -0.128, -0.181, -0.420, 1.023, 0.071, 0.080, 0.080, 0.093, 0.091, 0.092, 0.090, 0.090, 0.064, 0.115, 0.113, 0.120, 0.098, 0.102, 0.058]
}

---

Entry 3:
{
  "formula": "C5H12NP",
  "method": "ωB97M-V with the def2-TZVPD basis set",
  "smiles": "CC=P(N)=C(C)C",
  "spin_multiplicity": 1,
  "total_charge": 0,
  "e_lumo_ev": [0.093, 0.093],
  "elements": ["C", "C", "P", "N", "C", "C", "C", "H", "H", "H", "H", "H", "H", "H", "H", "H", "H", "H", "H"],
  "coordinates": [[-3.0629, -0.8808, -0.2064], [-2.4374, 0.4056, 0.0752], [-0.3442, 0.4255, 0.2444], [-0.0189, 2.1154, 0.3052], [1.3303, -0.1380, 0.0927], [1.5502, -1.6239, 0.1635], [2.4324, 0.6853, -0.2802], [-2.8947, -1.1158, -1.2290], [-4.1093, -0.8621, -0.0990], [-2.5800, -1.6549, 0.3072], [-2.3400, 0.5955, 1.1523], [-0.8172, 2.5427, 0.5633], [0.1966, 2.5346, -0.5923], [2.3135, -1.8622, 0.7994], [1.7779, -1.7823, -0.8926], [0.5783, -2.2624, 0.3287], [3.3035, 0.1481, -0.7172], [2.8839, 1.0765, 0.7750], [2.2381, 1.6533, -0.7901]],
  "atomic_forces_ev_per_a": [[1.07, -0.21, -1.09], [2.72, 1.43, 0.65], [2.54, 0.31, -0.68], [2.52, -1.72, -1.15], [-5.50, -1.01, 0.55], [-3.91, 0.18, -2.68], [3.23, 2.65, 2.49], [-0.01, -0.23, -1.21], [-1.37, 0.10, 0.66], [-0.01, -1.51, 1.20], [-1.01, 0.18, 0.45], [-3.49, 1.94, 1.28], [0.21, -0.20, -0.17], [2.00, -0.92, 1.58], [0.67, -0.99, 0.09], [1.84, 1.37, 0.13], [-0.78, 0.22, -0.06], [-0.69, -0.67, -2.12], [-0.03, -0.94, 0.06]],
  "lowdin_charge": [-0.269, -0.257, 0.995, -0.190, -0.585, -0.146, -0.174, 0.048, 0.061, 0.040, -0.042, -0.039, 0.043, 0.037, 0.074, 0.107, 0.087, 0.142, 0.067]
}

---

Entry 4:
{
  "formula": "C7H25ClO10P2STa",
  "method": "ωB97M-V with the def2-TZVPD basis set",
  "spin_multiplicity": 1,
  "total_charge": -1,
  "e_lumo_ev": 0.011,
  "elements": ["O", "S", "O", "C", "Ta", "Cl", "H", "H", "H", "H", "H", "H", "H", "C", "O", "P", "O", "O", "C", "O", "C", "H", "H", "H", "H", "H", "H", "H", "H", "H", "C", "O", "P", "O", "O", "C", "O", "C", "H", "H", "H", "H", "H", "H", "H", "H", "H"],
  "coordinates": [[5.2298, -1.2721, -2.3149], [5.3985, -0.1229, -1.4723], [6.7441, 0.3870, -1.5711], [4.1960, 1.1178, -1.9533], [2.0608, 0.2137, -1.5953], [2.2730, -1.0630, -3.7140], [5.0386, -0.4745, -0.2082], [4.3329, 1.3649, -3.0039], [4.3944, 1.9765, -1.3078], [1.2173, 1.5394, -2.6097], [0.4160, -0.5886, -1.2829], [2.8758, -1.2160, -0.7070], [1.9581, 1.2004, -0.0640], [-5.0350, 1.8038, -4.2216], [-3.9528, 2.4811, -3.5647], [-3.5000, 1.9133, -2.0510], [-4.7463, 2.3965, -1.3514], [-2.3015, 3.0015, -2.0519], [-2.5633, 4.3571, -2.3904], [-2.7616, 1.2168, -0.7306], [-3.0910, 1.7380, 0.5456], [-4.9657, 2.0108, -5.2879], [-4.9820, 0.7281, -4.0662], [-5.9831, 2.1839, -3.8416], [-3.5608, 4.6602, -2.0669], [-2.4600, 4.5071, -3.4650], [-1.8194, 4.9683, -1.8820], [-4.0738, 1.3935, 0.8612], [-3.0525, 2.8274, 0.5461], [-2.3446, 1.3471, 1.2376], [0.2533, -5.2123, 2.2802], [-0.1326, -3.9319, 2.8137], [1.0480, -2.7831, 2.9100], [1.9032, -3.3296, 4.0029], [0.0045, -1.6662, 3.4299], [-0.7602, -1.9132, 4.6021], [1.9532, -1.6798, 2.1750], [2.9690, -1.0295, 2.9246], [-0.6452, -5.7150, 1.9285], [0.9466, -5.1023, 1.4489], [0.7147, -5.8072, 3.0680], [-0.2001, -2.5120, 5.3218], [-1.6928, -2.4176, 4.3457], [-0.9986, -0.9489, 5.0482], [3.8283, -1.6849, 3.0533], [2.5928, -0.7008, 3.8930], [3.2741, -0.1628, 2.3392]],
  "atomic_forces_ev_per_a": [[-0.64, -0.93, 0.14], [0.01, 0.67, -2.71], [0.45, 0.73, 1.34], [-0.13, -0.93, 1.80], [0.01, -1.00, -2.41], [-0.23, 0.71, 1.09], [0.12, 0.33, 0.03], [0.23, -0.22, -0.04], [0.01, 0.12, -0.14], [0.01, 0.17, 0.34], [0.29, 0.15, 0.38], [-0.15, 0.28, 0.32], [0.01, -0.12, -0.16], [-0.19, 0.31, -0.04], [0.96, -3.46, -0.94], [-1.13, 7.23, 4.44], [-0.47, -1.26, -0.57], [0.33, -0.10, 0.04], [0.13, 0.08, -0.45], [0.78, -2.53, -2.60], [-0.37, -0.09, 0.39], [0.10, 0.00, 0.02], [-0.09, -0.02, -0.08], [0.01, -0.06, 0.09], [-0.04, -0.10, -0.01], [-0.06, 0.06, 0.00], [0.06, -0.13, 0.07], [-0.06, 0.16, -0.02], [-0.06, -0.01, -0.10], [0.13, -0.10, -0.22], [-0.04, -0.23, 0.21], [1.09, 0.62, -2.93], [0.07, 1.72, 6.02], [0.20, -0.44, -0.82], [-0.01, 0.15, -0.06], [-0.27, -0.12, -0.07], [-1.49, -1.54, -2.34], [0.59, 0.08, 0.12], [-0.04, 0.12, 0.00], [-0.01, -0.08, -0.03], [0.08, 0.06, 0.00], [0.04, -0.04, -0.06], [0.01, -0.06, 0.04], [0.06, 0.05, -0.07], [-0.08, -0.06, 0.13], [-0.05, -0.12, -0.01], [-0.19, -0.07, -0.14]],
  "lowdin_charge": [-0.452, 0.462, -0.408, -0.550, 0.993, -0.232, 0.031, 0.014, 0.000, -0.202, -0.207, -0.162, -0.184, -0.118, -0.261, 0.660, -0.279, -0.262, -0.114, -0.289, -0.127, 0.082, 0.079, 0.082, 0.086, 0.081, 0.089, 0.080, 0.087, 0.094, -0.104, -0.233, 0.526, -0.269, -0.243, -0.117, -0.279, -0.109, 0.083, 0.086, 0.085, 0.083, 0.080, 0.084, 0.087, 0.088, 0.079]
}

---

Entry 5:
{
  "formula": "C14H16O2",
  "method": "ωB97M-V with the def2-TZVPD basis set",
  "spin_multiplicity": 2,
  "total_charge": -1,
  "e_lumo_ev": [2.990, 2.874],
  "elements": ["C", "C", "C", "C", "C", "C", "C", "O", "H", "H", "H", "H", "H", "H", "H", "H", "C", "C", "C", "C", "C", "C", "C", "O", "H", "H", "H", "H", "H", "H", "H", "H"],
  "coordinates": [[2.0112, 2.0053, 1.3445], [-0.2702, 1.7533, 0.4141], [0.4912, 1.9718, 1.5385], [-1.6764, 1.5472, 0.4744], [-2.2538, 1.5221, 1.7761], [-0.1023, 1.9804, 2.8132], [-1.5131, 1.7089, 2.9047], [-3.5694, 1.1236, 2.0161], [0.1532, 1.8837, -0.5743], [-2.2882, 1.3290, -0.3925], [2.1841, 1.9610, 0.2726], [2.4134, 1.0865, 1.7939], [0.4180, 1.9432, 3.7663], [-4.1798, 1.3105, 1.3085], [-2.0371, 1.7819, 3.8502], [2.4665, 2.7465, 2.0172], [2.1796, -2.1447, 0.1461], [-1.1826, -2.0809, -1.6735], [-0.7517, -1.4349, -2.8344], [-0.2162, -2.3385, -0.7027], [1.0744, -1.8506, -0.8098], [0.5782, -1.0458, -3.0307], [1.4387, -1.2012, -1.9837], [-1.6255, -1.4669, -3.9165], [-2.1510, -2.5565, -1.7055], [-0.5042, -2.8979, 0.1815], [0.7525, -0.6249, -4.0158], [-1.6635, -0.5982, -4.3104], [2.5546, -1.2829, 0.7056], [3.0433, -2.6270, -0.3171], [2.4067, -0.7002, -2.0036], [1.8196, -2.8038, 0.9470]],
  "atomic_forces_ev_per_a": [[-1.15, -0.79, 1.42], [-0.31, 0.49, -0.36], [0.85, -0.42, 0.05], [-1.08, 0.11, 0.84], [0.07, -0.72, -0.46], [-0.34, -0.16, 0.28], [0.09, 0.54, -0.09], [-0.05, -0.06, 0.52], [0.35, -0.21, -0.05], [0.13, -0.12, -0.03], [0.67, 0.65, 0.07], [-0.02, -0.26, -0.29], [0.52, 0.18, -0.32], [0.14, 0.33, -0.74], [0.05, -0.22, 0.06], [0.13, 0.54, -0.95], [-0.08, -0.36, 1.53], [1.23, 0.00, -0.98], [-0.13, -1.22, -0.11], [-0.48, 0.09, 0.55], [0.33, -0.14, -0.71], [-1.96, 0.22, -0.19], [0.79, 0.96, 0.19], [-0.15, 0.07, 0.28], [-0.18, 0.24, 0.39], [0.06, 0.01, 0.00], [0.67, 0.14, 0.24], [0.01, 0.36, -0.21], [-0.13, 0.29, -0.35], [-0.16, 0.02, -0.15], [0.07, -0.46, -0.22], [0.06, -0.10, -0.22]],
  "lowdin_charge": [-0.093, -0.152, -0.366, -0.119, -0.401, -0.135, -0.118, -0.038, 0.076, 0.043, 0.051, 0.047, 0.058, 0.057, 0.083, 0.058, -0.061, -0.004, -0.319, -0.036, -0.286, -0.033, -0.070, 0.000, 0.112, 0.111, 0.111, 0.086, 0.070, 0.075, 0.117, 0.076]
}

---

Entry 6:
{
  "formula": "C16H20F4LaN3O6S",
  "method": "ωB97M-V with the def2-TZVPD basis set",
  "spin_multiplicity": 1,
  "total_charge": 0,
  "e_lumo_ev": 0.094,
  "elements": ["La", "C", "C", "N", "C", "C", "C", "C", "N", "C", "C", "F", "C", "F", "C", "C", "F", "C", "F", "H", "H", "H", "H", "H", "H", "H", "H", "H", "H", "H", "H", "H", "H", "H", "O", "C", "O", "C", "O", "C", "C", "O", "O", "H", "H", "H", "H", "H", "O", "S", "N"],
  "coordinates": [[0.2124, 0.0169, -0.8620], [-2.3657, -2.1664, 1.5227], [-2.9954, -1.2325, 0.4978], [-2.3203, 0.0592, 0.2152], [-3.2472, 0.8059, -0.6661], [-2.5505, 1.8487, -1.5454], [-2.0945, 0.8516, 1.4408], [-0.8049, 0.5144, 2.2160], [0.3834, 0.6326, 1.3752], [1.3960, 1.4387, 1.7072], [2.5388, 1.4708, 0.8572], [2.5612, 0.5934, -0.2322], [3.6148, 2.3115, 0.9924], [4.6105, 2.2375, 0.0920], [3.6806, 3.2204, 2.0330], [2.6253, 3.1921, 2.9299], [2.6377, 4.0427, 3.9732], [1.5524, 2.3327, 2.8085], [0.6293, 2.4018, 3.8070], [-2.8716, -3.1273, 1.4433], [-1.3106, -2.3287, 1.3159], [-2.4944, -1.8093, 2.5409], [-3.0192, -1.7765, -0.4497], [-4.0308, -1.0293, 0.8180], [-3.7349, 0.0899, -1.3338], [-4.0270, 1.2955, -0.0671], [-2.0456, 0.8227, -3.2690], [-3.3024, 2.4213, -2.1025], [-1.9760, 2.5536, -0.9306], [-2.0094, 1.9012, 1.1444], [-2.9579, 0.7552, 2.1181], [-0.7941, 1.1804, 3.0779], [-0.8457, -0.5099, 2.5960], [4.5020, 3.9014, 2.1469], [2.1064, -2.2366, -4.1850], [1.9516, -1.5374, -3.0787], [1.2587, -0.5461, -3.0160], [2.7772, -2.0769, -1.9201], [2.1358, -1.9442, -0.6709], [1.3764, -3.0936, -0.2932], [-0.0164, -3.1486, -1.0158], [-0.5505, -4.2318, -1.1473], [-0.4495, -2.0152, -1.3931], [1.5809, -1.8779, -4.9221], [3.6802, -1.4536, -1.8739], [3.0585, -3.1149, -2.1314], [1.2032, -2.9953, 0.7827], [1.9365, -4.0192, -0.4749], [0.6348, 1.9544, -1.5930], [-0.2369, 2.2376, -2.8454], [-1.5933, 1.1871, -2.4328]],
  "atomic_forces_ev_per_a": [[-0.83, -1.39, 1.45], [-0.10, 0.22, -0.15], [0.06, -0.29, -0.05], [-0.38, 0.04, 0.25], [0.16, 0.28, -0.37], [-0.24, -0.18, 0.49], [0.37, -0.05, 0.29], [-0.18, -0.12, 0.01], [-0.41, 0.14, 1.57], [0.94, 0.64, 0.29], [0.00, -0.12, -0.20], [0.42, 0.60, 0.85], [-0.06, 0.03, 0.10], [-0.12, 0.02, 0.09], [-0.22, -0.19, 0.03], [0.24, 0.04, -0.15], [-0.02, -0.17, -0.12], [-0.14, -0.08, -0.03], [0.08, 0.01, -0.23], [0.03, -0.05, -0.01], [0.11, -0.05, 0.06], [0.09, 0.02, 0.08], [-0.12, 0.13, 0.01], [0.07, 0.02, -0.12], [0.00, 0.01, 0.11], [-0.06, -0.09, -0.02], [0.29, -0.06, 0.15], [0.10, 0.00, 0.12], [-0.18, -0.06, -0.09], [-0.09, -0.04, 0.05], [0.01, 0.06, -0.06], [-0.02, -0.15, -0.08], [-0.11, 0.18, 0.08], [0.16, 0.12, 0.02], [0.19, -0.41, -0.32], [-0.13, 0.11, -0.13], [0.66, -0.32, -0.72], [0.30, -0.03, -0.04], [-0.01, -0.14, -0.27], [-0.60, -0.27, -0.15], [0.68, -1.13, 0.19], [-0.03, -0.09, 0.17], [-1.03, -1.86, -0.79], [0.06, 0.18, 0.33], [-0.09, -0.16, -0.09], [-0.01, 0.17, 0.11], [0.03, -0.03, -0.08], [-0.12, 0.20, 0.00], [1.40, 3.01, -0.43], [-1.18, 0.83, -1.83], [0.01, 0.48, -0.36]],
  "lowdin_charge": [2.042, -0.069, -0.241, -0.241, -0.196, -0.280, -0.172, -0.205, -0.177, -0.204, -0.127, -0.054, -0.226, 0.090, 0.052, -0.221, 0.086, -0.124, 0.051, 0.089, 0.061, 0.072, 0.114, 0.125, 0.123, 0.129, 0.088, 0.121, 0.096, 0.121, 0.132, 0.109, 0.091, 0.127, 0.172, -0.471, -0.038, -0.085, -0.212, -0.080, -0.658, 0.064, -0.255, 0.157, 0.159, 0.147, 0.135, 0.135, -0.901, 0.777, -0.425]
}

---

Entry 7:
{
  "formula": "C4H4OS",
  "method": "ωB97M-V with the def2-TZVPD basis set",
  "spin_multiplicity": 1,
  "total_charge": 0,
  "e_lumo_ev": 0.347,
  "elements": ["C", "C", "C", "C", "H", "H", "H", "H", "O", "S"],
  "coordinates": [[0.3092, 2.1201, -0.3268], [-0.4121, -0.2956, 0.8508], [-0.0180, -1.4999, 0.1380], [0.5832, -2.4683, -0.4453], [1.0720, 3.0097, -0.9780], [-1.0450, 0.0124, 0.1979], [-1.0978, -0.4242, 1.7397], [0.6321, -3.2784, -1.4731], [-0.7737, 1.8066, -0.7889], [0.7501, 1.0177, 1.0857]],
  "atomic_forces_ev_per_a": [[-1.00, -0.56, -2.04], [1.51, -2.40, 3.78], [4.03, -4.73, -1.83], [-3.14, 1.47, -1.52], [-1.90, -2.57, 2.58], [-4.43, 2.93, -4.14], [1.29, -0.24, -0.54], [0.03, 2.94, 4.03], [1.67, 1.82, -0.37], [1.92, 1.34, 0.05]],
  "lowdin_charge": [-0.504, -0.557, -0.202, 0.053, 0.183, -0.020, 0.123, 0.134, -0.102, 0.893]
}